Entry P
This record from the OMol25 dataset describes an isolated molecule of C3H10BNOP2. The level of theory is wB97M-V/def2-TZVPD.

Highest occupied orbital energy = -9.50 eV
Frontier orbital gap = 9.3 eV

Each atom is followed by the atoms it is bonded to, with distances in Å.
Atoms and positions in Å:
1 B 1.176 0.128 0.254  C4 1.560, N5 1.386, O6 1.365
2 C -2.047 -1.137 0.067  C3 1.505, P7 1.727, H9 1.077
3 C -1.301 0.129 -0.260  C2 1.505, O6 1.447, P8 1.926, H10 1.156
4 C 2.231 0.575 1.313  B1 1.560, H11 1.023, H12 1.163, H13 1.022
5 N 1.635 -0.691 -0.765  B1 1.386, H14 1.038, H16 1.010
6 O -0.126 0.433 0.528  B1 1.365, C3 1.447
7 P -3.737 -0.938 0.361  C2 1.727, H15 1.475
8 P -2.377 1.716 -0.077  C3 1.926, H17 1.479, H18 1.497
9 H -1.585 -2.088 -0.137  C2 1.077
10 H -1.013 0.078 -1.379  C3 1.156
11 H 2.025 0.344 2.288  C4 1.023
12 H 2.109 1.731 1.316  C4 1.163
13 H 3.192 0.390 1.017  C4 1.022
14 H 2.574 -1.125 -0.678  N5 1.038
15 H -4.024 -2.362 0.623  P7 1.475
16 H 1.203 -0.662 -1.677  N5 1.010
17 H -3.276 1.322 -1.184  P8 1.479
18 H -1.584 2.253 -1.228  P8 1.497

=====

Entry Q
This record from the OMol25 dataset describes an isolated molecule of C3H10BNOP2. The level of theory is wB97M-V/def2-TZVPD.

Highest occupied orbital energy = -8.61 eV
Frontier orbital gap = 9.1 eV

Each atom is followed by the atoms it is bonded to, with distances in Å.
Atoms and positions in Å:
1 B 1.365 0.495 0.029  C4 1.523, N5 1.862, O6 1.314
2 C -1.046 0.292 -0.529  C3 1.549, N5 1.435, P7 1.871, H9 1.101
3 C -0.528 -0.770 0.471  C2 1.549, O6 1.402, P8 1.990, H10 1.076
4 C 2.769 1.052 0.229  B1 1.523, H11 1.028, H12 1.015, H13 1.078
5 N -0.029 1.196 -0.986  B1 1.862, C2 1.435, H14 1.027
6 O 0.843 -0.539 0.649  B1 1.314, C3 1.402
7 P -2.320 1.287 0.413  C2 1.871, H15 1.336, H16 1.480
8 P -0.563 -2.625 -0.246  C3 1.990, H17 1.525, H18 1.472
9 H -1.410 -0.074 -1.502  C2 1.101
10 H -1.181 -0.826 1.325  C3 1.076
11 H 2.751 1.827 0.904  C4 1.028
12 H 3.186 1.421 -0.620  C4 1.015
13 H 3.484 0.356 0.638  C4 1.078
14 H 0.084 1.069 -1.999  N5 1.027
15 H -3.063 0.229 0.747  P7 1.336
16 H -2.918 1.932 -0.777  P7 1.480
17 H -1.784 -3.189 0.473  P8 1.525
18 H 0.361 -3.131 0.782  P8 1.472

=====

Energy relative to the most stable one, in kJ/mol: entry P 0.0; entry Q 91.7

=====

Entry P
This record from the OMol25 dataset describes a cluster of 2 separate species, C9H11O2 in total. The level of theory is wB97M-V/def2-TZVPD.

Total charge = -1
Highest occupied orbital energy = -3.82 eV
Frontier orbital gap = 6.7 eV

Each atom is followed by the atoms it is bonded to, with distances in Å.
Atoms and positions in Å:
1 C -1.523 0.476 4.146  C2 1.541, H5 1.097, H6 1.096, H7 1.090
2 C -1.547 1.955 3.714  C1 1.541, O3 1.248, O4 1.257
3 O -0.966 2.784 4.443  C2 1.248
4 O -2.164 2.164 2.638  C2 1.257
5 H -1.208 0.351 5.189  C1 1.097
6 H -0.775 -0.074 3.563  C1 1.096
7 H -2.512 0.047 3.984  C1 1.090
8 C 0.531 -2.408 -2.973  C12 1.508, H19 1.097, H20 1.096, H22 1.084
9 C -0.286 0.521 -0.701  C10 1.385, C11 1.389, H15 1.088
10 C -0.396 -0.655 -1.422  C9 1.385, C12 1.395, H16 1.081
11 C 0.897 1.248 -0.768  C9 1.389, C13 1.384, H17 1.079
12 C 0.665 -1.121 -2.198  C8 1.508, C10 1.395, C14 1.389
13 C 1.936 0.821 -1.576  C11 1.384, C14 1.388, H18 1.081
14 C 1.824 -0.360 -2.296  C12 1.389, C13 1.388, H21 1.082
15 H -1.113 0.854 -0.077  C9 1.088
16 H -1.319 -1.218 -1.438  C10 1.081
17 H 0.936 2.172 -0.212  C11 1.079
18 H 2.792 1.479 -1.636  C13 1.081
19 H 1.311 -3.110 -2.656  C8 1.097
20 H 0.692 -2.267 -4.048  C8 1.096
21 H 2.660 -0.776 -2.843  C14 1.082
22 H -0.435 -2.882 -2.835  C8 1.084

=====

Entry Q
This record from the OMol25 dataset describes a cluster of 2 separate species, C9H11O2 in total. The level of theory is wB97M-V/def2-TZVPD.

Total charge = -1
Highest occupied orbital energy = -4.12 eV
Frontier orbital gap = 7.6 eV

Each atom is followed by the atoms it is bonded to, with distances in Å.
Atoms and positions in Å:
1 C -2.336 -1.783 -0.250  C5 1.549, H12 1.122, H13 1.157, H15 1.181
2 C -0.303 1.537 0.139  C3 1.394, C4 1.450, H8 1.200
3 C -1.322 2.421 0.492  C2 1.394, C6 1.375, H9 1.036
4 C -0.564 0.143 -0.159  C2 1.450, C5 1.368, H10 1.133
5 C -1.852 -0.317 -0.123  C1 1.549, C4 1.368, C7 1.481
6 C -2.582 1.918 0.268  C3 1.375, C7 1.354, H11 1.083
7 C -2.950 0.675 -0.125  C5 1.481, C6 1.354, H14 0.986
8 H 0.845 1.886 0.122  C2 1.200
9 H -1.387 3.447 0.621  C3 1.036
10 H 0.333 -0.533 -0.301  C4 1.133
11 H -3.304 2.707 0.440  C6 1.083
12 H -2.581 -1.952 -1.332  C1 1.122
13 H -3.379 -2.009 0.196  C1 1.157
14 H -3.924 0.543 -0.207  C7 0.986
15 H -1.471 -2.538 0.026  C1 1.181
16 C 4.296 -1.150 0.482  C17 1.593, H20 1.103, H21 1.120, H22 1.043
17 C 3.256 -0.577 -0.580  C16 1.593, O18 1.240, O19 1.205
18 O 2.238 -0.056 -0.100  C17 1.240
19 O 3.516 -0.769 -1.742  C17 1.205
20 H 4.102 -2.233 0.557  C16 1.103
21 H 4.188 -0.622 1.464  C16 1.120
22 H 5.180 -0.737 0.112  C16 1.043

=====

Energy relative to the most stable one, in kJ/mol: entry P 0.0; entry Q 183.3